1.
Formula: C31H58BrFInO7
Source: OMol25
Level of theory: ωB97M-V/def2-TZVPD

Results
Gap between HOMO and LUMO: 6.2450 eV
HOMO: -4.29 eV

The geometry in ORCA input format:
```
! wB97M-V def2-TZVPD RIJCOSX def2/J DEFGRID3
* xyz -1 1
C 0.207 6.588 0.068
C 0.276 5.442 -0.364
In 0.450 3.534 -1.601
C 1.084 1.845 -0.199
C 1.125 0.544 -1.134
C -0.281 -0.127 -1.318
O -1.062 -0.104 -0.400
O -0.628 -0.791 -2.525
C -1.512 2.874 -2.496
C -2.248 3.951 -3.394
C -3.732 4.205 -2.857
Br -2.513 3.080 -5.198
C 2.146 3.764 -3.073
F 3.331 4.192 -2.331
C 1.920 4.817 -4.212
C 0.977 4.240 -5.379
H 0.037 7.649 0.355
H 2.145 2.062 0.092
H 0.386 1.723 0.663
H 1.476 0.838 -2.175
H 1.850 -0.238 -0.729
H -0.700 -0.127 -3.242
H -1.354 1.914 -3.052
H -2.196 2.646 -1.622
H -1.723 4.937 -3.472
H -3.770 4.971 -2.038
H -4.209 3.246 -2.503
H -4.361 4.542 -3.737
H 2.401 2.735 -3.467
H 2.933 4.967 -4.711
H 1.602 5.833 -3.859
H 0.931 3.128 -5.245
H 1.395 4.484 -6.394
H -0.024 4.733 -5.289
C 4.231 -3.810 0.626
C 5.251 -2.907 -0.038
C 4.416 -1.682 -0.367
O 3.398 -1.593 0.638
C 3.378 -2.812 1.388
H 4.673 -4.572 1.270
H 3.628 -4.314 -0.136
H 6.036 -2.643 0.677
H 5.724 -3.348 -0.916
H 3.921 -1.788 -1.339
H 5.004 -0.763 -0.374
H 3.799 -2.605 2.378
H 2.347 -3.149 1.512
C 1.436 0.829 5.027
C 2.824 1.347 4.709
C 2.894 1.146 3.204
O 1.559 1.282 2.707
C 0.648 1.277 3.811
H 1.028 1.213 5.964
H 1.450 -0.261 5.081
H 2.888 2.414 4.947
H 3.622 0.830 5.246
H 3.245 0.139 2.953
H 3.543 1.873 2.713
H 0.267 2.297 3.937
H -0.193 0.616 3.590
C -2.531 4.211 -9.870
C -1.792 3.141 -10.650
C -0.479 3.052 -9.893
O -0.765 3.378 -8.529
C -2.088 3.923 -8.447
H -3.614 4.177 -9.994
H -2.182 5.202 -10.178
H -2.330 2.191 -10.577
H -1.660 3.377 -11.707
H 0.247 3.783 -10.268
H -0.030 2.058 -9.945
H -2.731 3.175 -7.975
H -2.079 4.816 -7.821
C -2.124 -2.666 6.083
C -1.839 -3.538 4.878
C -0.873 -2.674 4.087
O -0.143 -1.889 5.041
C -0.777 -2.007 6.320
H -2.486 -3.220 6.951
H -2.871 -1.908 5.825
H -1.344 -4.456 5.196
H -2.730 -3.810 4.311
H -1.407 -1.985 3.423
H -0.177 -3.264 3.488
H -0.137 -2.629 6.957
H -0.867 -1.019 6.777
C -3.169 -8.457 5.965
C -2.960 -8.075 7.418
C -2.140 -6.804 7.293
O -2.533 -6.177 6.065
C -3.322 -7.100 5.303
H -4.027 -9.110 5.801
H -2.277 -8.962 5.582
H -3.924 -7.854 7.885
H -2.464 -8.846 8.008
H -1.069 -7.025 7.229
H -2.304 -6.115 8.124
H -4.362 -6.758 5.334
H -2.987 -7.099 4.265
*
```

2.
Formula: C31H58Cl12O11
Source: OMol25
Level of theory: ωB97M-V/def2-TZVPD

Results
Gap between HOMO and LUMO: 7.4995 eV
HOMO: -8.19 eV

The geometry in ORCA input format:
```
! wB97M-V def2-TZVPD RIJCOSX def2/J DEFGRID3
* xyz 0 1
C -5.695 -5.676 -0.758
Cl -5.234 -4.415 -1.849
Cl -5.195 -7.179 -1.487
Cl -7.450 -5.778 -0.596
H -5.196 -5.519 0.198
C -0.588 -2.940 0.872
Cl -1.488 -4.343 1.611
Cl 0.000 -3.319 -0.718
Cl 0.750 -2.546 1.969
H -1.266 -2.090 0.797
C 1.431 -7.054 1.576
Cl -0.247 -7.460 1.956
Cl 2.374 -7.316 3.103
Cl 1.482 -5.410 1.122
H 1.691 -7.696 0.735
C -5.151 -4.250 4.253
Cl -4.157 -3.234 5.285
Cl -5.001 -6.005 4.667
Cl -4.799 -3.888 2.578
H -6.163 -3.908 4.470
C -4.183 -9.065 0.580
O -5.281 -9.165 -0.295
C -5.189 -10.045 -1.336
O -4.200 -10.802 -1.524
O -6.301 -10.030 -2.121
C -7.352 -9.142 -1.903
H -3.279 -8.714 0.082
H -3.945 -10.030 1.028
H -4.426 -8.333 1.351
H -7.731 -9.201 -0.882
H -8.183 -9.311 -2.587
H -7.028 -8.123 -2.117
C -2.788 -5.613 2.971
C -3.254 -6.085 1.513
O -4.304 -5.665 1.056
C -2.363 -7.060 0.795
H -2.145 -4.733 2.947
H -2.212 -6.356 3.523
H -3.676 -5.345 3.543
H -2.704 -7.171 -0.234
H -2.410 -8.005 1.336
H -1.325 -6.726 0.785
C 0.434 -6.008 -1.142
C -0.346 -6.837 -2.163
O -0.038 -6.841 -3.337
C -1.509 -7.694 -1.736
H 1.036 -6.717 -0.575
H -0.112 -5.264 -0.561
H 1.116 -5.408 -1.745
H -2.412 -7.433 -2.288
H -1.786 -7.468 -0.706
H -1.291 -8.760 -1.791
C -1.925 -2.600 4.167
C -2.377 -1.657 3.047
O -2.579 -2.042 1.900
C -2.348 -0.121 3.438
H -0.896 -2.370 4.443
H -2.005 -3.641 3.855
H -2.527 -2.548 5.075
H -2.801 0.039 4.416
H -2.839 0.477 2.670
H -1.336 0.280 3.387
C -2.374 -9.782 2.575
C -1.649 -9.565 1.248
O -2.280 -9.292 0.230
C -0.131 -9.777 1.134
H -3.329 -10.276 2.398
H -2.719 -8.831 2.982
H -1.823 -10.456 3.230
H -0.025 -10.744 0.643
H 0.494 -9.698 2.024
H 0.244 -9.060 0.403
C -6.658 -7.971 1.459
C -7.250 -6.719 2.123
O -8.414 -6.760 2.527
C -6.396 -5.401 2.237
H -5.781 -8.165 2.076
H -6.282 -7.800 0.450
H -7.350 -8.812 1.474
H -6.360 -4.952 1.245
H -5.396 -5.565 2.639
H -6.968 -4.762 2.910
C -3.287 -5.197 7.635
C -2.014 -5.284 6.762
O -0.968 -5.791 7.125
C -2.150 -4.798 5.341
H -4.148 -5.088 6.976
H -3.173 -4.345 8.305
H -3.320 -6.137 8.186
H -1.945 -3.731 5.260
H -3.157 -5.053 5.009
H -1.374 -5.285 4.751
C 0.020 -6.721 5.550
C -0.582 -7.715 4.579
O -1.577 -7.379 3.962
C 0.029 -9.021 4.177
H -0.347 -5.719 5.331
H 1.099 -6.867 5.619
H -0.257 -6.930 6.583
H -0.826 -9.688 4.072
H 0.815 -9.314 4.872
H 0.411 -8.928 3.160
C 1.733 -4.651 5.216
C 0.559 -4.154 4.409
O -0.059 -3.155 4.751
C 0.193 -5.013 3.215
H 1.905 -3.840 5.925
H 2.552 -4.852 4.526
H 1.393 -5.510 5.795
H -0.855 -5.285 3.335
H 0.820 -5.904 3.173
H 0.333 -4.497 2.265
*
```

3.
Formula: C31H58CsN6OPSe2
Source: OMol25
Level of theory: ωB97M-V/def2-TZVPD

Results
Gap between HOMO and LUMO: 4.9761 eV
Energy above the lowest of the compared OMol25 structures with the same formula, charge and spin: 5.6 kcal/mol
HOMO: -1.13 eV

The geometry in ORCA input format:
```
! wB97M-V def2-TZVPD RIJCOSX def2/J DEFGRID3
* xyz -2 1
Cs -1.784 -1.209 0.332
C -0.204 -2.433 5.611
Se 0.625 -2.313 3.856
C 0.314 -4.139 3.250
C -1.086 -4.664 3.499
Se -2.548 -3.627 2.687
C -2.713 -4.681 1.070
H 0.216 -3.257 6.188
H -1.284 -2.551 5.534
H 0.006 -1.500 6.132
H 1.029 -4.787 3.766
H 0.546 -4.195 2.181
H -1.288 -4.721 4.571
H -1.138 -5.680 3.103
H -3.224 -5.613 1.303
H -1.713 -4.891 0.681
H -3.307 -4.061 0.402
N -6.345 -1.654 1.982
C -5.186 -1.082 1.266
O -4.301 -1.925 0.770
C -5.497 0.199 0.530
C -4.747 0.248 1.859
H -6.729 -2.346 1.341
H -5.927 -2.215 2.723
H -6.498 0.616 0.512
H -4.898 0.351 -0.360
H -5.289 0.666 2.700
H -3.695 0.506 1.844
C 2.015 -1.601 0.349
N 1.461 -2.777 -0.286
C 1.166 -2.485 -1.675
C 2.338 -3.929 -0.114
C 1.735 -5.221 -0.634
C 2.191 -5.704 -1.859
C 1.666 -6.869 -2.408
C 0.676 -7.533 -1.701
C 0.244 -7.028 -0.476
C 0.736 -5.860 0.137
H 3.044 -1.383 -0.009
H 2.073 -1.744 1.432
H 1.380 -0.740 0.121
H 2.087 -2.265 -2.254
H 0.527 -1.602 -1.736
H 0.680 -3.343 -2.141
H 2.514 -4.030 0.960
H 3.318 -3.736 -0.598
H 2.966 -5.159 -2.398
H 2.020 -7.240 -3.365
H 0.237 -8.446 -2.102
H -0.543 -7.602 0.024
N -0.278 0.856 -0.557
P 0.201 2.226 -0.961
N 1.209 3.002 0.203
C 2.112 4.112 -0.045
C 2.526 4.763 1.272
C 3.303 3.776 2.154
C 2.806 2.337 1.936
C 1.350 2.347 1.494
N -1.044 3.349 -1.352
C -0.837 4.728 -1.728
C -1.038 5.700 -0.563
C -2.427 5.503 0.041
C -2.621 4.038 0.423
C -2.345 3.118 -0.767
N 1.198 2.488 -2.350
C 2.415 1.690 -2.290
C 3.426 2.188 -3.318
C 2.819 2.135 -4.719
C 1.477 2.865 -4.744
C 0.559 2.339 -3.643
H 1.631 4.855 -0.686
H 3.023 3.794 -0.582
H 1.618 5.088 1.788
H 3.121 5.660 1.077
H 3.185 4.060 3.204
H 4.373 3.837 1.933
H 2.929 1.737 2.839
H 3.390 1.846 1.152
H 0.738 2.845 2.268
H 0.948 1.339 1.369
H -1.559 4.996 -2.521
H 0.162 4.830 -2.157
H -0.902 6.731 -0.911
H -0.281 5.506 0.202
H -3.184 5.791 -0.699
H -2.570 6.155 0.910
H -3.635 3.861 0.794
H -1.929 3.767 1.227
H -3.116 3.269 -1.540
H -2.387 2.083 -0.422
H 2.182 0.627 -2.472
H 2.826 1.738 -1.280
H 4.332 1.577 -3.266
H 3.705 3.217 -3.073
H 2.661 1.088 -4.996
H 3.506 2.562 -5.457
H 0.990 2.742 -5.717
H 1.635 3.937 -4.590
H 0.318 1.279 -3.839
H -0.387 2.880 -3.643
*
```

4.
Formula: C31H59BBrN2O3P
Source: OMol25
Level of theory: ωB97M-V/def2-TZVPD

Results
Gap between HOMO and LUMO (alpha / beta): 8.0193 / 7.2721 eV
⟨S²⟩: 2.008
HOMO (alpha / beta): -7.47 / -7.47 eV

The geometry in ORCA input format:
```
! wB97M-V def2-TZVPD RIJCOSX def2/J DEFGRID3
* xyz 0 3
C -6.465 -1.213 1.188
C -6.077 -0.350 -0.028
C -4.733 -0.686 -0.673
Br -4.420 0.681 -2.053
P -3.198 -0.922 0.535
C -2.041 -1.109 -0.898
C -1.808 -1.329 1.877
C -2.231 -2.440 2.853
C -2.020 -3.848 2.364
C -1.707 -4.837 3.304
C -1.491 -6.153 2.915
C -1.569 -6.524 1.582
C -1.891 -5.556 0.634
C -2.117 -4.244 1.035
B -3.395 0.820 1.379
C -2.905 2.151 0.739
O -3.953 0.888 2.626
H -6.235 -0.698 2.114
H -7.544 -1.336 1.180
H -6.040 -2.209 1.171
H -6.153 0.703 0.227
H -6.840 -0.510 -0.786
H -4.856 -1.631 -1.202
H -3.891 -2.072 1.002
H -1.208 -1.758 -0.656
H -2.573 -1.590 -1.711
H -1.644 -0.158 -1.226
H -0.844 -1.615 1.461
H -1.644 -0.433 2.480
H -1.625 -2.327 3.749
H -3.264 -2.277 3.177
H -1.627 -4.573 4.348
H -1.256 -6.899 3.659
H -1.388 -7.533 1.249
H -1.964 -5.831 -0.405
H -2.371 -3.516 0.280
H -2.414 2.017 -0.219
H -2.255 2.731 1.390
H -3.789 2.757 0.528
H -4.075 0.019 3.018
C 3.421 1.203 1.430
C 2.002 1.763 1.230
C 1.977 2.723 0.040
C 2.649 4.062 0.335
C 2.036 4.704 1.578
C 2.051 3.790 2.804
N 1.510 2.435 2.477
O 0.220 2.449 2.477
C 3.484 3.686 3.365
C 1.213 4.419 3.913
C 1.127 0.555 0.911
H 3.707 0.614 0.558
H 4.188 1.964 1.547
H 3.457 0.547 2.301
H 0.937 2.908 -0.251
H 2.454 2.241 -0.815
H 3.728 3.931 0.459
H 2.521 4.730 -0.519
H 2.563 5.630 1.821
H 1.002 4.985 1.351
H 3.571 2.850 4.060
H 3.736 4.594 3.911
H 4.246 3.578 2.596
H 0.195 4.630 3.592
H 1.664 5.365 4.209
H 1.170 3.772 4.791
H 1.069 -0.126 1.763
H 1.555 0.014 0.067
H 0.112 0.842 0.635
C 0.350 -0.705 -4.375
C 1.191 0.375 -3.670
C 2.284 0.885 -4.609
C 3.420 -0.116 -4.807
C 3.999 -0.541 -3.457
C 2.943 -1.076 -2.488
N 1.774 -0.150 -2.398
O 2.031 0.823 -1.585
C 2.492 -2.485 -2.928
C 3.564 -1.251 -1.106
C 0.220 1.504 -3.356
H -0.168 -0.267 -5.228
H 0.930 -1.537 -4.765
H -0.407 -1.106 -3.698
H 2.702 1.813 -4.205
H 1.837 1.141 -5.572
H 3.070 -0.987 -5.368
H 4.207 0.339 -5.412
H 4.765 -1.305 -3.602
H 4.500 0.321 -3.004
H 1.569 -2.774 -2.424
H 3.254 -3.218 -2.663
H 2.346 -2.581 -4.001
H 4.008 -0.330 -0.733
H 4.358 -1.996 -1.161
H 2.824 -1.595 -0.380
H -0.533 1.175 -2.638
H -0.296 1.817 -4.263
H 0.723 2.379 -2.947
*
```